Entry from OMol25: C24H32HgN2Si as an isolated structure in a non-equilibrium geometry (ωB97M-V with the def2-TZVPD basis set).

Last column: Mulliken charge in e.
Atoms and positions in Å:
C (-3.9139, -0.4141, -1.8436)  -1.03
Si (-2.3727, 0.1724, -0.9004)  -0.10
C (-2.8987, 0.4281, 0.9384)  -0.71
C (-0.9174, -1.0699, -0.8752)  1.01
C (-0.9307, -2.1637, -2.0258)  -0.71
C (0.0616, -1.8860, -3.2237)  -0.42
C (1.5869, -2.1035, -2.8849)  -0.96
C (2.2955, -0.8707, -2.1828)  -0.40
C (2.5717, -1.3056, -0.6630)  -0.78
C (2.6360, -0.0515, 0.2950)  -0.08
C (3.2231, -0.4843, 1.7279)  -1.12
C (2.0008, -0.8306, 2.6299)  0.18
C (1.7417, -2.2724, 2.9848)  0.19
C (0.5935, -2.5727, 3.8659)  -0.19
C (-0.2405, -1.4418, 4.3538)  -0.40
C (-0.0181, 0.0130, 3.9831)  0.22
N (-0.8972, 0.9306, 4.5258)  -0.48
C (-0.5747, 2.1786, 4.0789)  -0.24
C (0.5657, 2.5221, 3.1889)  -0.31
N (1.4426, 1.5912, 2.7056)  -0.28
C (1.1163, 0.3137, 3.1041)  0.64
C (-1.6995, 1.8543, -1.4884)  0.53
C (-1.1012, 1.9859, -2.8686)  -0.10
C (-0.5297, 3.2033, -3.4159)  -0.67
C (-0.5600, 4.4203, -2.5719)  -0.30
C (-1.1706, 4.3602, -1.2058)  -0.64
C (-1.7159, 3.1129, -0.6623)  -0.12
H (-4.3253, -1.3098, -1.2980)  0.36
H (-3.7039, -0.6368, -2.9290)  0.34
H (-4.6913, 0.4020, -1.7315)  0.38
H (-2.0441, 0.9264, 1.4944)  -0.10
H (-3.7793, 1.1256, 0.9677)  0.35
H (-3.1407, -0.5534, 1.4396)  0.33
H (-0.9922, -1.6327, 0.1083)  0.33
H (0.0294, -0.4711, -0.8129)  -1.11
H (-1.9580, -2.2841, -2.4811)  0.35
H (-0.6917, -3.1768, -1.5798)  0.40
H (-0.0506, -0.8784, -3.7067)  0.01
H (-0.1971, -2.6440, -4.0261)  0.42
H (1.7728, -3.0629, -2.3150)  0.40
H (2.1157, -2.2493, -3.8770)  0.38
H (1.6108, 0.0303, -2.1074)  0.28
H (3.2697, -0.5659, -2.6404)  0.48
H (3.5141, -1.9127, -0.6009)  0.54
H (1.7076, -1.9442, -0.3034)  0.19
H (3.2479, 0.7783, -0.1576)  0.42
H (1.5808, 0.3003, 0.4744)  -0.02
H (3.9340, -1.3479, 1.6537)  0.54
H (3.7457, 0.3797, 2.2224)  0.35
H (2.4486, -3.0919, 2.5803)  0.24
H (0.4273, -3.6487, 4.1051)  0.18
H (-1.0925, -1.6885, 5.0480)  0.47
H (-1.2250, 3.0255, 4.4314)  0.39
H (0.7425, 3.5928, 2.9128)  0.44
H (-1.1074, 1.0764, -3.5142)  0.26
H (-0.0934, 3.1849, -4.4404)  0.41
H (-0.1456, 5.3575, -3.0201)  0.40
H (-1.1869, 5.3193, -0.6274)  0.38
H (-2.1606, 3.1232, 0.3607)  0.38
Hg (2.1441, -5.1428, 2.8002)  0.10

Computed properties:
**E_HOMO**: -13.8 eV
**Charge**: +2
**Total energy**: -40416.3471 eV
**Lowest unoccupied orbital energy**: -11.68 eV
**Gap between HOMO and LUMO**: 0.0786 hartree


Entry from OMol25: the molecule C4H8ClN in a non-equilibrium geometry (ωB97M-V with the def2-TZVPD basis set).

Last column: Mulliken charge in e.
Atoms and positions in Å:
C (-0.6011, 0.1813, 1.4191)  -1.36
C (-0.0780, -0.0583, 0.0648)  1.03
C (-0.0050, 1.2005, -0.7949)  -1.46
N (-0.4674, -1.3830, -0.7324)  -0.63
C (0.8461, -1.1576, -0.2321)  -0.06
Cl (2.2833, -0.9474, -1.2882)  -0.23
H (-0.0259, 0.6446, 2.1870)  0.34
H (-1.1829, -0.7210, 1.8386)  0.37
H (-1.4490, 0.9348, 1.3880)  0.32
H (0.3710, 1.9130, -0.1119)  0.41
H (-1.0011, 1.4112, -1.1812)  0.31
H (0.7871, 1.1191, -1.4689)  0.47
H (-0.7670, -1.2843, -1.6075)  0.23
H (1.2900, -1.8528, 0.5196)  0.26

Computed properties:
**E_HOMO**: -9.5 eV
**SMILES string**: CC1(C)N[C@H]1Cl
**Total energy**: -18288.4240 eV
**Lowest unoccupied orbital energy**: 0.97 eV
**Relative energy (zero: lowest compared OMol25 entry of this formula, charge and spin)**: 31.1 kcal per mole
**Gap between HOMO and LUMO**: 0.3851 hartree


Entry from OMol25: the molecule C4H7I2P in a non-equilibrium geometry (ωB97M-V with the def2-TZVPD basis set).

Last column: Mulliken charge in e.
Atoms and positions in Å:
I (-0.6549, 1.8873, -1.7495)  0.07
C (0.6903, 0.5316, -0.7548)  -0.40
C (0.2082, -0.9176, -0.6988)  -0.46
C (-1.0763, -0.9813, 0.1388)  -1.02
P (-0.8980, 0.1257, 1.6853)  0.12
C (0.7673, 0.8898, 0.7235)  -0.88
I (2.5124, -0.0021, 1.6658)  0.06
H (1.6066, 0.8395, -1.2843)  0.42
H (0.8467, -1.5088, -0.1060)  0.30
H (-0.0531, -1.4740, -1.6521)  0.27
H (-1.8956, -0.5733, -0.3061)  0.48
H (-1.2033, -1.9758, 0.3481)  0.49
H (-1.8337, 1.1884, 1.0193)  0.03
H (0.9835, 1.9706, 0.9707)  0.52

Computed properties:
**E_HOMO**: -9.3 eV
**SMILES string**: I[C@@H]1CCP[C@H]1I
**Total energy**: -29750.3391 eV
**Lowest unoccupied orbital energy**: 0.06 eV
**Relative energy (zero: lowest compared OMol25 entry of this formula, charge and spin)**: 25.7 kcal per mole
**Gap between HOMO and LUMO**: 0.3457 hartree


Entry from OMol25: C19H12NO7OsS2 as an isolated structure in a non-equilibrium geometry (ωB97M-V with the def2-TZVPD basis set).

Last column: Löwdin spin population.
Atoms and positions in Å:
Os (-0.5350, -0.0307, -0.1787)  2.24
C (-3.8516, -2.0984, -2.7616)  0.00
C (-3.4234, -1.0055, -1.8380)  0.04
C (-3.8259, -1.0313, -0.4886)  0.05
C (-3.4084, -0.0762, 0.4073)  0.07
C (-2.5813, 0.9947, -0.0193)  -0.01
C (-2.1805, 1.0397, -1.3740)  0.00
C (-2.5995, 0.0218, -2.2638)  0.09
H (-3.3855, -3.0376, -2.4583)  0.00
H (-3.5674, -1.8914, -3.7896)  0.00
H (-4.9294, -2.2439, -2.7181)  0.00
H (-4.4631, -1.8366, -0.1521)  0.00
H (-3.7239, -0.1166, 1.4407)  0.00
H (-2.4053, 1.8470, 0.6307)  0.00
H (-1.6703, 1.9176, -1.7604)  0.00
H (-2.2769, 0.0669, -3.2951)  0.00
O (1.7963, -5.7810, -0.0283)  0.33
C (1.3228, -4.7018, 0.0483)  0.13
C (2.0810, -3.3864, 0.4181)  0.10
O (3.1685, -3.2712, 0.8793)  0.21
C (1.0766, -2.3089, 0.1688)  0.01
C (-0.1436, -2.8214, -0.2496)  0.01
O (-1.0955, -2.0072, -0.4914)  0.05
C (-0.1237, -4.3051, -0.3827)  0.10
O (-1.0317, -5.0159, -0.6747)  0.19
O (1.1942, -1.0450, 0.2864)  0.05
O (0.2875, 0.7281, 2.6058)  0.02
S (0.4394, 2.0126, 1.9709)  0.01
O (-0.4295, 3.0742, 2.3565)  0.00
N (0.3250, 1.6743, 0.3509)  0.05
C (1.4742, 1.8318, -0.3763)  0.03
S (1.4609, 1.1543, -1.8568)  0.20
C (2.5085, 2.4519, 0.4755)  0.00
C (3.7755, 2.8796, 0.1145)  0.00
C (4.5926, 3.4180, 1.0998)  0.00
C (4.1501, 3.5295, 2.4137)  0.00
C (2.8762, 3.1058, 2.7884)  0.00
C (2.0884, 2.5603, 1.7979)  0.00
H (4.1137, 2.7930, -0.9091)  0.00
H (5.5857, 3.7574, 0.8471)  0.00
H (4.8054, 3.9565, 3.1602)  0.00
H (2.5290, 3.1973, 3.8056)  0.00

Computed properties:
**E_HOMO (spin up / spin down)**: -11.9 / -12.0 eV
**Multiplicity**: 5
**Charge**: +1
**Total energy**: -59846.4913 eV
**Lowest unoccupied orbital energy (spin up / spin down)**: -4.80 / -7.42 eV
**Gap between HOMO and LUMO (spin up / spin down)**: 0.2595 / 0.1689 hartree


Entry from OMol25: an isolated ion of composition C4H7O2 and charge -1 in a non-equilibrium geometry (ωB97M-V with the def2-TZVPD basis set).

Last column: Mulliken charge in e.
Atoms and positions in Å:
O (-0.5801, -0.1821, 3.2664)  -0.77
C (-0.8243, -0.5177, 2.0623)  -0.55
C (-0.1091, -0.0293, 0.9885)  -0.26
C (-0.4445, -0.3399, -0.4659)  -0.21
C (0.4558, 0.3716, -1.5865)  -0.38
O (1.6878, 0.9392, -1.1398)  -0.52
H (-1.6312, -1.2436, 1.9121)  0.35
H (0.6789, 0.6798, 1.2276)  0.21
H (-0.1808, -1.3908, -0.7673)  0.15
H (-1.4887, -0.1777, -0.7145)  0.28
H (0.7760, -0.3047, -2.4019)  0.20
H (0.0409, 1.2253, -2.1906)  0.16
H (1.6193, 0.9698, -0.1904)  0.33

Computed properties:
**E_HOMO**: -2.1 eV
**SMILES string**: [O-]/C=C/CCO
**Charge**: -1
**Total energy**: -8355.4926 eV
**Lowest unoccupied orbital energy**: 4.02 eV
**Relative energy (zero: lowest compared OMol25 entry of this formula, charge and spin)**: 59.6 kcal per mole
**Gap between HOMO and LUMO**: 0.2257 hartree


Entry from OMol25: a 12-piece molecular cluster, C3H31NO11 overall in a non-equilibrium geometry (ωB97M-V with the def2-TZVPD basis set).

Last column: Mulliken charge in e.
Atoms and positions in Å:
C (-0.7671, -0.5593, 2.3474)  -1.77
C (-0.2369, 0.5631, 1.3798)  1.09
C (0.3831, -0.1387, 0.1859)  0.96
N (0.3893, 0.8496, -1.0081)  -0.35
H (-1.5590, -1.1434, 1.8958)  0.50
H (-0.7347, -0.2721, 3.4075)  0.34
H (0.0402, -1.2770, 2.5045)  0.44
H (-1.1659, 1.0419, 1.0875)  -0.33
H (0.2168, 1.4180, 1.8823)  0.26
H (-0.1348, -0.9896, -0.2192)  0.10
H (1.4355, -0.3723, 0.1942)  -1.28
H (0.5210, 1.7891, -0.6328)  0.21
H (-0.5221, 0.9813, -1.4363)  0.03
O (-1.8257, 0.5618, -3.3343)  -0.68
H (-1.4224, 1.4259, -3.4687)  0.35
H (-1.1160, -0.0513, -3.1417)  0.27
O (-2.5817, 2.8794, 0.3552)  -0.59
H (-2.6561, 3.6825, 0.8854)  0.28
H (-3.5256, 2.7651, 0.1740)  0.32
O (1.9744, -0.1762, 3.2498)  -0.54
H (2.2574, 0.6272, 3.7274)  0.26
H (2.8132, -0.6424, 3.1063)  0.28
O (3.4170, -1.7660, -0.3538)  -0.56
H (4.2335, -1.6535, -0.8382)  0.28
H (3.1166, -0.9265, -0.0261)  0.17
O (0.7966, -3.6242, 1.1412)  -0.64
H (1.5334, -3.0073, 1.2320)  0.30
H (0.1337, -3.2007, 0.5899)  0.32
O (2.9449, 0.2766, -2.1954)  -0.53
H (2.0205, 0.1469, -2.4096)  0.27
H (3.5473, 0.5636, -2.8846)  0.24
O (3.3469, 2.0799, 1.6795)  -0.60
H (3.0717, 1.6714, 0.8646)  0.29
H (2.9881, 2.9642, 1.8296)  0.30
O (-3.0222, 0.0268, -0.9842)  -0.64
H (-3.1875, 0.8669, -0.5416)  0.16
H (-2.8585, 0.2688, -1.9197)  0.34
O (-3.4180, 1.0553, 2.0242)  -0.65
H (-3.0219, 0.1966, 1.8317)  0.34
H (-2.6664, 1.5205, 2.3844)  0.35
O (1.0433, -1.3170, -4.3194)  -0.61
H (0.5926, -0.5248, -4.0566)  0.33
H (1.9300, -1.1724, -3.9883)  0.32
O (-2.4115, -2.6551, -0.6045)  -0.58
H (-3.3103, -3.0147, -0.6914)  0.31
H (-2.6026, -1.7380, -0.9056)  0.35

Computed properties:
**E_HOMO**: -9.7 eV
**SMILES string**: CCCN.O.O.O.O.O.O.O.O.O.O.O
**Total energy**: -27625.1449 eV
**Lowest unoccupied orbital energy**: -0.08 eV
**Relative energy (zero: lowest compared OMol25 entry of this formula, charge and spin)**: 30.6 kcal per mole
**Gap between HOMO and LUMO**: 0.3542 hartree


Entry from OMol25: C7H22N3O5OsPSSe2Te2 as an isolated structure (ωB97M-V with the def2-TZVPD basis set).

Last column: Mulliken charge in e.
Atoms and positions in Å:
Os (0.7713, 1.2821, -1.4411)  1.41
Se (3.0411, 0.3876, -1.3556)  -0.37
Te (3.7936, -3.4191, -2.7824)  -0.43
Te (2.6909, -1.0942, -3.3334)  0.24
Se (0.2346, -0.5853, -2.8968)  -0.41
C (2.0013, 1.2455, 2.0902)  -1.49
C (0.7632, 1.9758, 1.5718)  1.92
C (-0.5102, 1.3073, 2.0862)  -1.15
C (0.7953, 3.4576, 1.9501)  -1.76
N (0.7886, 1.9225, 0.1259)  -0.71
H (2.0374, 1.3353, 3.1770)  0.42
H (2.9113, 1.6826, 1.6761)  0.40
H (1.9521, 0.1904, 1.8227)  0.08
H (-0.5607, 1.4176, 3.1704)  0.48
H (-0.4811, 0.2428, 1.8593)  0.02
H (-1.3957, 1.7612, 1.6391)  0.38
H (0.7536, 3.5590, 3.0352)  0.40
H (-0.0571, 3.9813, 1.5169)  0.40
H (1.7099, 3.9266, 1.5873)  0.40
N (2.2942, -3.4646, 0.3406)  0.00
C (0.9620, -4.0084, -0.0623)  -0.56
P (-0.2751, -3.0510, 0.9281)  1.00
O (-0.8447, -3.8647, 2.0203)  -0.84
O (0.4600, -1.7498, 1.1498)  -0.70
C (-1.5778, -2.5866, -0.3070)  -0.58
N (-1.7932, -1.1236, -0.1241)  0.06
H (2.5878, -3.8089, 1.2528)  0.37
H (2.1615, -2.4395, 0.4297)  0.16
H (3.0035, -3.6735, -0.3947)  -0.03
H (0.9302, -5.0822, 0.0990)  0.41
H (0.8737, -3.7938, -1.1284)  0.29
H (-2.5099, -3.1284, -0.1743)  0.43
H (-1.2104, -2.7079, -1.3248)  0.25
H (-0.8576, -0.6812, -0.0787)  -0.37
H (-2.2578, -0.9097, 0.7573)  0.42
H (-2.3051, -0.6419, -0.8709)  0.40
C (-3.0246, 3.5695, -2.2734)  -1.10
S (-2.2604, 1.9794, -2.2412)  1.12
O (-2.6807, 1.2378, -3.3981)  -0.61
O (-2.5943, 1.3832, -0.9535)  -0.66
O (-0.7925, 2.3550, -2.3033)  -0.70
H (-4.1000, 3.4097, -2.2899)  0.35
H (-2.7017, 4.0910, -3.1706)  0.35
H (-2.7268, 4.1135, -1.3812)  0.31

Computed properties:
**E_HOMO**: -7.9 eV
**Total energy**: -190196.4975 eV
**Lowest unoccupied orbital energy**: -0.95 eV
**Relative energy (zero: lowest compared OMol25 entry of this formula, charge and spin)**: 22.5 kcal per mole
**Gap between HOMO and LUMO**: 0.2541 hartree


Entry from OMol25: a 2-piece molecular cluster, C9H14O overall in a non-equilibrium geometry (ωB97M-V with the def2-TZVPD basis set).

Last column: Mulliken charge in e.
Atoms and positions in Å:
C (-1.1558, 1.6173, 2.0734)  -1.50
C (-0.1346, 0.8459, 1.4415)  1.18
C (0.4178, 1.3541, 0.2203)  -0.72
C (1.5115, 0.7556, -0.3247)  -0.29
C (2.0567, -0.3756, 0.3767)  0.41
O (3.1662, -1.1024, -0.1466)  -0.54
C (1.4145, -0.7950, 1.5263)  -0.14
C (0.3351, -0.2481, 2.1739)  -1.04
H (-1.3095, 2.6313, 1.7051)  0.37
H (-1.0528, 1.7339, 3.1075)  0.41
H (-2.0572, 0.8579, 2.0245)  0.24
H (-0.1480, 2.2161, -0.3934)  0.14
H (1.9376, 1.1519, -1.2633)  0.42
H (3.2709, -0.9182, -1.0390)  0.30
H (1.7526, -1.8662, 1.8743)  0.19
H (0.0149, -0.4354, 3.1220)  0.55
C (-1.6721, -1.3040, -1.4560)  -0.67
C (-0.9227, -0.5918, -2.6959)  -0.78
H (-1.8326, -0.7106, -0.4637)  0.09
H (-2.4938, -1.8362, -1.7913)  0.42
H (-0.9699, -2.0907, -1.1529)  0.20
H (-0.8292, -1.0109, -3.6254)  0.46
H (0.1628, -0.2766, -2.6156)  0.11
H (-1.4622, 0.3976, -2.6778)  0.20

Computed properties:
**E_HOMO**: -8.2 eV
**SMILES string**: Cc1ccc(O)cc1.CC
**Total energy**: -11604.9356 eV
**Lowest unoccupied orbital energy**: 0.85 eV
**Relative energy (zero: lowest compared OMol25 entry of this formula, charge and spin)**: 62.3 kcal per mole
**Gap between HOMO and LUMO**: 0.3336 hartree


Entry from OMol25: a 2-piece molecular cluster, C5H9NO2 overall in a non-equilibrium geometry (ωB97M-V with the def2-TZVPD basis set).

Last column: Mulliken charge in e.
Atoms and positions in Å:
C (-0.7783, -0.1712, -1.3388)  -0.40
C (-0.5341, 0.7515, -0.1348)  -0.30
C (-0.9117, 0.0835, 1.0852)  -0.10
C (-0.2562, 0.0587, 2.2581)  -0.75
N (-2.2390, -0.2067, -1.4077)  -0.25
C (2.5423, -0.4816, -0.0873)  0.18
O (2.0521, -0.7548, -1.2747)  -0.60
O (2.3637, 0.5841, 0.6149)  -0.61
H (-0.3508, -1.2613, -1.1849)  0.31
H (-0.2526, 0.1428, -2.2690)  0.40
H (-1.1979, 1.5499, -0.5463)  0.26
H (0.4624, 1.1020, 0.0049)  0.36
H (-1.8604, -0.3868, 0.9747)  0.33
H (-0.5674, -0.3605, 3.2025)  0.31
H (0.7921, 0.4895, 2.0781)  0.19
H (-2.5285, 0.1003, -2.2742)  0.30
H (3.2642, -1.2394, 0.2994)  0.38

Computed properties:
**E_HOMO**: -9.0 eV
**Total energy**: -10908.1331 eV
**Lowest unoccupied orbital energy**: -4.92 eV
**Relative energy (zero: lowest compared OMol25 entry of this formula, charge and spin)**: 194.7 kcal per mole
**Gap between HOMO and LUMO**: 0.1483 hartree